Entry from the OMol25 dataset: a 2-piece molecular cluster, CH3O4S overall at a distorted geometry (ωB97M-V/def2-TZVPD).

Bonds (Å) are listed after each position.
CARTESIAN COORDINATES (ANGSTROEM)
1 C -0.4394 0.2287 -1.2784  O4 1.243, O5 1.229, H7 1.280
2 O 1.7161 -0.2024 1.0028  S6 1.643, H8 1.037
3 O -0.8410 -0.4703 1.6100  S6 1.636, H9 0.934
4 O 0.4097 -0.6785 -1.2648  C1 1.243
5 O -1.6378 0.1443 -1.0206  C1 1.229
6 S 0.4304 0.5557 1.6902  O2 1.643, O3 1.636
7 H 0.0186 1.3924 -1.5522  C1 1.280
8 H 1.6460 -0.5109 0.0148  O2 1.037
9 H -1.3025 -0.4589 0.7982  O3 0.934

energy: -739.09134 a.u.
energy relative to the best compared isomer or geometry (same formula, charge and spin): 89.4 kJ/mol
LUMO energy: 3.749 eV
F_max: 0.0632 Eh/bohr
total charge: -1
HOMO level: -4.1724 eV